This record from OMol25 describes a structure of composition C2HGaO2. The level of theory is ωB97M-V with the def2-TZVPD basis set.

Properties
HOMO level (alpha / beta)	-14.651 / -16.223	eV
total charge	+1
multiplicity	2
LUMO level (alpha / beta)	-8.66 / -8.24	eV
F_max	0.15798	hartree/bohr

Positions of all 6 atoms, in Å:
O (0.540, 0.787, 1.571)
C (0.406, -0.024, 0.604)
C (-0.845, -0.753, 0.434)
O (-0.921, -1.688, -0.481)
H (-1.687, -0.655, 1.152)
Ga (0.855, -1.130, -1.135)